Entry from the Open Molecules 2025 dataset: a cluster of 5 separate species, C2H13O4S in total in a non-equilibrium geometry (wB97M-V/def2-TZVPD).

## Properties
Charge = -1
Energy above the lowest of the compared OMol25 structures with the same formula, charge and spin = 29.8 kcal/mol
HOMO = -3.71 eV
E = -783.17428 Ha
F_max = 4.4 eV/A

The geometry in XYZ format:
```
20
Properties=species:S:1:pos:R:3:forces:R:3
S -0.384590 -1.607236 0.466621 0.5131 0.4507 1.2957
O -1.157348 -0.249784 -2.459510 -4.0511 0.8601 0.1967
O -2.032359 0.985378 1.435733 1.2609 -2.3939 -0.8378
O -0.590478 2.559987 -1.333551 -0.1900 -1.0942 0.9807
O 2.138795 1.201599 -1.756299 0.9460 0.0360 -0.1642
C 2.041031 -1.314274 1.949170 2.1222 -1.0548 -1.2618
C 0.733050 -0.690231 1.723820 -2.2857 2.4782 -0.4292
H -0.728186 2.502048 -0.351620 0.1081 0.0265 -1.2580
H 0.823008 0.296530 1.254560 0.4463 -0.1052 -0.1405
H -2.204968 0.053597 -2.496276 4.1832 -1.3671 0.3463
H 1.585566 0.460654 -1.518364 -0.4520 -0.3032 0.1438
H -2.522651 0.511264 2.125886 0.1342 0.2979 -0.2310
H 2.464346 -1.593821 0.894095 -0.6595 -0.0299 2.0745
H 0.196536 -0.342604 2.670923 0.4261 -1.2186 -0.8976
H -1.098199 -0.879372 -1.686342 0.0437 0.8132 -0.3583
H 1.551254 1.929517 -1.949742 -0.5167 0.1857 0.1370
H 2.870834 -0.763836 2.453443 -0.8718 0.3860 -0.2858
H -0.683047 1.611085 -1.615593 -0.0348 0.8419 0.2117
H -1.481905 0.136041 1.012915 -1.4358 1.9807 0.8527
H 1.867473 -2.155731 2.611275 0.3136 -0.7902 -0.3748
```
Positions in Å, forces in eV/Å.

=====

Entry from the Open Molecules 2025 dataset: a cluster of 2 separate species, C2H2FN in total in a non-equilibrium geometry (wB97M-V/def2-TZVPD).

## Properties
Energy above the lowest of the compared OMol25 structures with the same formula, charge and spin = 98.6 kcal/mol
HOMO (spin up / spin down) = -9.99 / -11.23 eV
E = -231.84108 Ha
F_max = 2.5 eV/A

The geometry in XYZ format:
```
6
Properties=species:S:1:pos:R:3:forces:R:3
F -0.328560 0.075923 1.725241 -0.3041 0.7036 0.1420
N 1.471524 1.097809 -1.018844 0.3440 0.3283 -0.2725
C 0.796934 0.501169 -0.305618 -0.7831 -0.4245 0.5333
C -0.083015 -0.301164 0.480091 0.5760 1.8805 -0.0787
H 0.003289 -1.321427 0.452432 -0.0735 -2.4212 -0.6979
H -1.860172 -0.052310 -1.333301 0.2407 -0.0665 0.3737
```
Positions in Å, forces in eV/Å.

=====

Entry from the Open Molecules 2025 dataset: an isolated molecule of C10H13F4NO2 in a non-equilibrium geometry (wB97M-V/def2-TZVPD).

## Properties
SMILES = C[C@@H](F)[C@@]1(CCC(F)(F)F)OCC[C@H]1N=C=O
HOMO = -10.11 eV
E = -993.55493 Ha
F_max = 2.2 eV/A

The geometry in XYZ format:
```
30
Properties=species:S:1:pos:R:3:forces:R:3
F -2.155751 3.913383 0.721419 -0.1696 0.2929 -0.2097
F 1.945024 -2.065491 0.210742 0.2068 0.0181 -0.2535
F -1.870589 2.428088 2.239908 0.1579 0.0283 0.2487
F -3.298292 2.065744 0.678928 -0.2795 0.0730 -0.0505
O -2.876439 -2.576991 0.010159 -0.1375 0.0850 -0.3312
O 1.400483 0.739260 -0.820120 -0.1497 0.9379 0.2146
N -0.620319 -2.288718 -0.714092 -1.6978 1.3830 0.1361
C -0.320856 0.805703 0.845478 -0.6480 0.3419 -0.7839
C -2.086953 2.596002 0.925247 0.1867 -0.6165 -0.4033
C 1.023679 -1.301762 2.243123 -0.3321 0.1338 -0.1508
C 0.527089 -0.094484 -0.038302 1.3556 -0.3279 -0.1136
C 0.847045 -1.076353 -2.251900 0.0386 0.8047 1.2910
C -1.807818 -2.374980 -0.396217 0.8658 -0.6780 0.6079
C -1.020718 1.930287 0.052776 0.3691 0.3260 0.8274
C 1.681531 0.222557 -2.091047 -0.6634 -1.2808 -1.3993
C -0.212192 -0.908867 -1.113062 1.1853 -0.7561 -1.3684
C 1.523304 -0.908690 0.852693 -0.7966 -0.1725 0.7531
H -1.475858 1.583207 -0.871492 -0.1191 0.0833 0.0547
H 0.283368 1.290772 1.610021 0.0845 -0.2290 0.0649
H -0.997159 -0.318090 -1.593331 -0.4226 -0.1438 0.6618
H -0.301862 2.716017 -0.181896 0.0420 -0.1744 -0.1673
H -1.092293 0.207982 1.335509 0.1560 -0.0890 0.1091
H -0.032200 -1.581541 2.251757 0.0782 -0.0906 -0.1177
H 1.586541 -2.151749 2.625864 0.1615 0.1276 -0.0561
H 2.390771 -0.253741 0.950380 0.0489 -0.0861 -0.0348
H 1.360822 -1.992911 -1.976230 0.2940 0.0688 -0.5761
H 2.741794 0.048700 -2.289438 0.0811 0.0671 0.5019
H 1.132852 -0.454290 2.921350 0.0525 -0.1212 0.0670
H 1.331517 0.878644 -2.898732 0.0977 0.4737 0.4207
H 0.393480 -1.077687 -3.239494 -0.0463 -0.4792 0.0573
```
Positions in Å, forces in eV/Å.

=====

Entry from the Open Molecules 2025 dataset: a structure of composition C22H40BMgN8SbSe4 in a non-equilibrium geometry (wB97M-V/def2-TZVPD).

## Properties
Energy above the lowest of the compared OMol25 structures with the same formula, charge and spin = 7.4 kcal/mol
HOMO (spin up / spin down) = -7.81 / -7.90 eV
E = -11371.43020 Ha
F_max = 1.1 eV/A

The geometry in XYZ format:
```
77
Properties=species:S:1:pos:R:3:forces:R:3
Sb -2.492641 3.461507 -0.114184 -0.4405 0.6761 0.2005
Se -3.177105 4.460290 2.066797 0.0174 -0.0208 -0.0433
Se -0.733263 1.902016 -0.004300 0.7813 0.2817 -0.2454
Se -1.590102 5.264669 -1.602933 0.0176 -0.0479 0.0237
Se -4.605543 2.962467 -1.030966 -0.4531 -0.1227 -0.1630
Mg 0.329153 -0.087707 0.944435 -0.7942 0.7329 -0.3227
N -0.795895 -1.852621 0.822812 0.7730 -0.1240 0.3702
N 2.375471 -0.205474 0.534441 -0.1543 -0.7470 0.3725
N 0.349030 -0.613650 -2.101377 -0.1835 -0.1219 0.0910
N 0.479009 0.052772 3.051614 0.3517 -0.7437 -0.3677
N 2.552832 -1.417528 1.169435 -0.1960 0.0979 0.1396
N 0.255006 -2.631676 1.249519 0.0941 0.0095 0.1925
N -0.716902 0.131699 -2.673304 0.0980 -0.0572 -0.1557
N 1.040198 -1.189466 3.229201 0.0825 -0.1096 -0.0790
C 0.156539 2.993366 3.631441 0.0588 -0.0372 -0.0045
C 3.810025 -1.834874 0.990376 0.0425 -0.1731 0.0905
C 0.005487 -3.917040 0.964150 0.0871 -0.0263 0.0186
C 0.609388 1.061271 -4.498427 -0.0119 0.0780 0.0216
C -2.997251 -2.226563 -0.305079 0.0548 -0.0071 -0.0234
C -1.875688 1.750363 4.482780 0.0192 0.0024 -0.0455
C 0.709561 -0.361563 5.241441 0.0809 -0.0342 -0.0370
C 3.542288 0.093968 -0.034428 -0.0317 0.2526 -0.0682
C -3.354551 -0.793248 0.058107 -0.0300 0.0178 0.0381
C 1.182801 -1.441870 4.536524 -0.0268 -0.0603 0.0482
C 3.815837 1.342654 -0.827471 0.0381 -0.0164 0.0152
C -1.872805 1.303339 -4.390885 0.0084 0.0002 0.0059
C 4.142768 0.990025 -2.281496 0.0128 -0.0161 -0.0102
C -0.696177 0.366967 -4.126681 -0.0328 -0.0832 -0.0202
C -4.113942 -3.184245 0.116045 -0.0389 0.0029 -0.0016
C -0.351271 1.882706 4.544551 -0.0038 -0.0133 -0.0142
C 4.481522 -0.909452 0.232304 0.0125 -0.0058 -0.0610
C 2.704882 2.376049 -0.757880 -0.0204 -0.0090 0.0313
C 0.285823 0.551355 4.267865 -0.1467 0.2793 0.1174
C -0.856021 -0.925022 -4.934713 0.0043 -0.0148 0.0260
C -1.218356 -3.999844 0.349435 0.0032 -0.0303 -0.0390
C -1.684898 -2.678748 0.280065 -0.2129 0.1333 -0.1413
B 1.485898 -2.129337 2.081947 0.0750 -0.0366 -0.0720
H -2.821202 0.824173 -4.137520 -0.0115 -0.0195 0.0099
H -3.491977 -0.692331 1.137593 -0.0042 0.0027 0.0104
H -0.002543 -1.593533 -4.797002 0.0022 -0.0203 0.0156
H 1.198718 -0.070296 -2.186313 0.0122 0.0585 0.0074
H 0.716962 -4.679279 1.234233 -0.0246 -0.0266 0.0165
H -5.070519 -2.832264 -0.270464 -0.0041 0.0012 -0.0140
H 2.013738 -3.089154 2.557553 0.0245 -0.0178 -0.0244
H -2.354642 2.706948 4.691212 0.0017 0.0075 0.0135
H 3.277015 0.544242 -2.775827 -0.0205 -0.0034 -0.0095
H 4.137814 -2.762390 1.429168 0.0208 0.0021 0.0010
H -0.934750 -0.717068 -6.002497 0.0277 0.0235 -0.0246
H 0.562557 1.417017 -5.527745 -0.0008 -0.0123 -0.0283
H 4.413930 1.888499 -2.836515 -0.0012 0.0133 -0.0046
H -1.717642 -4.888205 0.007298 -0.0093 -0.0148 0.0022
H -2.588717 -0.080797 -0.240520 0.0079 -0.0292 -0.0373
H -4.283864 -0.497788 -0.429877 -0.0040 -0.0090 0.0192
H -0.273959 3.948285 3.936494 -0.0100 0.0200 -0.0193
H -2.238359 1.016398 5.203554 0.0066 -0.0267 -0.0075
H 4.968270 0.281821 -2.353864 0.0041 -0.0058 0.0137
H 0.778616 1.922409 -3.848069 -0.0065 -0.0008 0.0132
H -1.576825 -0.338843 -2.416360 -0.0468 0.1246 0.1080
H -2.897977 -2.295509 -1.396445 0.0129 0.0202 0.0086
H -1.762848 -1.453523 -4.630737 -0.0143 -0.0013 -0.0081
H -3.957481 -4.197248 -0.254298 0.0282 -0.0104 0.0039
H 1.797778 2.026748 -1.253191 0.0068 0.0007 -0.0270
H 2.433503 2.624347 0.268820 0.0192 -0.0068 -0.0037
H 4.720716 1.773917 -0.385352 -0.0242 0.0191 -0.0057
H -1.906054 1.587758 -5.443168 -0.0306 -0.0224 -0.0270
H -1.786840 2.206099 -3.784781 0.0380 -0.0068 0.0044
H -2.185755 1.437488 3.483611 -0.0159 0.0175 -0.0077
H 1.610975 -2.373740 4.864759 0.0126 -0.0021 0.0190
H 0.494012 -1.496482 -2.591430 0.1353 -0.0001 0.0447
H 5.509021 -0.936723 -0.084149 0.0228 -0.0052 -0.0034
H 0.679472 -0.226974 6.307817 0.0012 -0.0052 0.0262
H -0.121767 2.807205 2.594960 -0.0303 0.0143 -0.0144
H -4.183979 -3.227232 1.204578 -0.0126 0.0067 0.0045
H 1.243990 3.077763 3.676926 0.0083 0.0039 0.0220
H 3.020433 3.291882 -1.258634 -0.0163 0.0162 -0.0064
H 1.465275 0.387195 -4.426248 0.0106 -0.0096 0.0141
H -0.066239 2.131608 5.571281 -0.0518 -0.0020 0.0069
```
Positions in Å, forces in eV/Å.

=====

Entry from the Open Molecules 2025 dataset: a structure of composition C16H20N4O3S in a non-equilibrium geometry (wB97M-V/def2-TZVPD).

## Properties
Energy above the lowest of the compared OMol25 structures with the same formula, charge and spin = 360.3 kcal/mol
HOMO = -7.66 eV
E = -1464.12274 Ha
F_max = 20.0 eV/A

The geometry in XYZ format:
```
44
Properties=species:S:1:pos:R:3:forces:R:3
S -3.275904 2.931410 -0.807428 -3.7954 -1.6847 0.6002
O -1.661600 2.373514 1.593404 -7.0708 1.5919 16.0796
O 3.607063 0.116394 -0.739504 0.3044 1.0829 0.4820
O 3.855619 -2.021348 -0.094110 0.2013 0.2779 0.5053
N -4.670979 0.660276 -0.321473 -9.2817 -5.7117 2.6740
N -2.361203 -1.971060 -0.274464 -1.8898 -1.7777 2.9712
N -0.108497 1.091099 0.392735 -5.9880 7.4465 7.5636
N -2.556418 0.283245 -0.742250 -1.8194 1.6157 2.6983
C -4.418279 -1.023225 -0.162973 3.3738 19.5775 -2.1672
C -3.546662 1.157541 -0.448987 5.4392 3.1728 -3.7599
C -5.084357 -1.945692 0.112485 -16.8475 -2.8594 3.4769
C -3.139730 -3.107476 0.120360 6.4324 0.6541 -5.3712
C 0.307461 0.599902 1.727037 -0.3759 -2.4502 0.0495
C 5.019498 0.420526 -1.199979 -3.2004 0.7288 1.3979
C 0.348075 0.895694 -0.837191 9.2799 -3.7199 3.5305
C 3.187511 -1.011576 -0.095708 3.3759 -0.1181 -2.9095
C -4.454316 -2.985503 -0.069676 1.6599 -14.8278 3.7365
C 1.701565 -0.014823 1.557185 0.8076 5.1715 0.5278
C 6.010321 0.608948 -0.068774 -6.5724 -0.7727 4.4617
C -1.641541 2.928091 -0.455456 4.6507 0.1777 -6.3791
C -3.144869 -0.851594 -0.232616 9.1941 -3.3874 -3.9110
C 1.834749 -0.918090 0.345476 -2.3566 -3.3508 5.1446
C 0.745196 -0.656351 -0.715995 2.0418 1.4874 -0.0638
C -1.106781 2.249960 0.681187 8.1380 -6.3561 -13.1864
H -0.291412 0.942628 -1.524300 -5.0901 0.6572 -5.5219
H 2.106920 -0.095098 2.567173 0.1147 -1.8995 -0.1310
H 6.815279 0.724458 -0.618626 4.8602 1.1193 -1.5611
H -0.352505 -0.297132 1.694612 -0.0843 0.3152 1.7691
H -5.672657 0.923649 -0.051565 2.6560 0.5609 -0.5290
H 5.602188 1.537974 0.719135 1.6858 -2.7112 -2.5146
H 1.199631 -1.082504 -1.595837 -0.7610 -0.2207 -0.7612
H 0.145829 1.260971 2.817537 0.3938 -1.5360 -3.9276
H 2.308168 0.914258 1.347039 -0.2472 -0.4230 -0.3965
H -6.198670 -1.972972 0.371748 1.6216 0.3381 -0.6285
H 1.789775 -2.019376 1.035507 -0.6426 2.3940 -2.8533
H 5.978587 -0.422959 0.492946 0.4814 2.1865 -0.7943
H -0.176739 -1.028765 -0.373231 -0.9461 -1.3601 -0.1619
H -4.945708 -3.972654 0.341297 0.3849 1.5433 -1.4302
H -1.425747 3.965150 -0.312751 0.5944 0.8752 -0.2775
H 5.224510 -0.368133 -1.830818 1.0899 -1.9399 -1.1673
H -1.079749 2.501110 -1.467473 -1.2415 1.8213 2.5250
H -2.549604 -4.107865 -0.132601 -1.4544 2.0707 1.3823
H 1.235785 1.509765 -0.878144 0.6853 0.1928 -1.7612
H 4.840199 1.277615 -1.864928 0.1981 0.0477 0.5891
```
Positions in Å, forces in eV/Å.

=====

Entry from the Open Molecules 2025 dataset: a cluster of 2 separate species, C2H3N3O in total in a non-equilibrium geometry (wB97M-V/def2-TZVPD).

## Properties
Energy above the lowest of the compared OMol25 structures with the same formula, charge and spin = 102.5 kcal/mol
HOMO = -9.87 eV
E = -317.36901 Ha
F_max = 1.1 eV/A

The geometry in XYZ format:
```
9
Properties=species:S:1:pos:R:3:forces:R:3
O -2.334910 -0.722549 -0.031015 -0.0230 -0.2269 -0.0112
N -0.041655 -0.868659 0.122070 -0.2379 0.2541 -0.1197
N 2.128003 2.212981 -0.128997 -1.0938 -0.1343 -0.1321
N 1.124557 -1.222143 -0.087566 -0.3274 0.0652 0.1248
C -1.097463 -0.239568 -0.033632 0.5079 -0.2802 0.0532
C 0.997077 2.024278 -0.262042 1.0150 0.1960 0.1250
H -2.346843 -1.694119 -0.039678 -0.0068 0.0706 0.0371
H -0.049743 1.772989 -0.354272 0.2304 0.0563 0.0127
H 1.606072 -1.301620 0.818656 -0.0644 -0.0009 -0.0900
```
Positions in Å, forces in eV/Å.